Density functional theory data (ωB97M-V/def2-TZVPD) for a gas-phase ion, C5H9FN (charge +1) at a distorted geometry.

SMILES   C[C@H]1CCC=[N+]1F
Lowest unoccupied orbital energy   -5.3 eV
Maximum force   0.085 Eh/bohr
Net charge   +1
Energy above the lowest of the compared OMol25 structures with the same formula, charge and spin   70.9 kcal per mole
Frontier orbital gap   10.54 eV

The geometry in XYZ format:
```
16
Properties=species:S:1:pos:R:3:forces:R:3:nbo_charge:R:1
F -1.786 1.752 -0.907 0.73 -1.07 0.05 -0.128
N -0.642 1.091 -0.565 0.75 -0.27 1.63 0.136
C -0.515 -0.335 0.158 -2.73 -2.01 2.75 -0.044
C 0.387 1.814 -0.242 -1.07 -3.52 -0.77 0.267
C -1.424 -1.749 -0.159 0.48 2.67 1.72 -0.586
C 1.487 0.995 0.201 2.59 -2.06 -2.51 -0.511
C 0.991 -0.487 0.262 -0.81 1.34 -0.65 -0.424
H 0.391 2.775 -0.529 0.00 3.66 -0.51 0.246
H -0.890 -0.070 1.210 0.27 -0.09 -1.61 0.226
H 2.319 1.023 -0.609 -1.30 0.44 0.97 0.298
H -1.856 -2.134 0.837 1.09 0.71 -1.46 0.253
H 1.298 -0.796 1.251 -0.25 -0.94 -0.12 0.260
H 1.307 -1.124 -0.564 0.56 0.13 0.28 0.241
H 2.074 1.174 1.066 -0.08 1.16 1.05 0.295
H -2.265 -1.423 -0.725 -0.71 0.04 -0.61 0.235
H -0.877 -2.505 -0.685 0.48 -0.17 -0.21 0.235
```
Positions in Å, forces in eV/Å.

***

Density functional theory data (ωB97M-V/def2-TZVPD) for 2 unconnected molecules or ions with the total composition C2H6N4O4 at a distorted geometry.

Lowest unoccupied orbital energy (alpha / beta)   -1.4 / -0.5 eV
Maximum force   0.044 Eh/bohr
Energy above the lowest of the compared OMol25 structures with the same formula, charge and spin   117.7 kcal per mole
Frontier orbital gap (alpha / beta)   7.59 / 8.72 eV

The geometry in XYZ format:
```
16
Properties=species:S:1:pos:R:3:forces:R:3:nbo_charge:R:1
O 0.348 1.409 -1.062 0.20 0.30 -0.61 -0.446
O -1.939 -1.394 0.644 -0.27 -0.63 0.23 -0.482
O 2.423 2.242 0.162 -1.06 -0.52 -0.59 -0.513
O -3.354 0.460 -0.442 0.52 -0.86 0.45 -0.507
N 0.636 0.957 0.046 0.34 0.73 -0.45 0.219
N -2.025 0.688 -0.200 -0.55 1.20 -0.34 0.055
N -1.442 -0.304 0.334 -0.94 0.41 -0.40 0.213
N 1.637 1.280 0.769 1.04 0.40 1.03 0.010
C -0.092 -0.080 0.637 1.24 -1.88 -0.28 0.101
C 0.995 -2.067 -0.577 -0.79 1.14 0.71 -0.448
H 0.289 -2.773 -0.184 -0.17 -0.19 0.03 0.200
H 1.955 -1.978 -0.113 0.32 0.03 0.11 0.179
H 0.263 -0.470 1.574 -0.15 0.14 0.05 0.247
H 0.854 -1.672 -1.564 -0.02 0.08 -0.27 0.192
H 3.138 2.410 0.787 -0.18 -0.29 0.25 0.488
H -3.684 1.293 -0.810 0.47 -0.05 0.08 0.492
```
Positions in Å, forces in eV/Å.

***

Density functional theory data (ωB97M-V/def2-TZVPD) for a molecular structure, C26H62GeN2RuS2SbSi6 at a distorted geometry.

Lowest unoccupied orbital energy (alpha / beta)   -11.9 / -13.5 eV
Maximum force   0.025 Eh/bohr
Net charge   +4
Spin multiplicity   6
Energy above the lowest of the compared OMol25 structures with the same formula, charge and spin   0.0 kcal per mole
Frontier orbital gap (alpha / beta)   6.16 / 5.19 eV

The geometry in XYZ format:
```
101
Properties=species:S:1:pos:R:3:forces:R:3:mulliken_spin:R:1
Sb -0.722 1.056 1.364 -0.23 0.05 0.90 0.536
Ru 0.040 0.506 -0.979 0.23 0.62 -1.13 3.042
Ge 0.675 -1.739 -0.560 -0.01 -0.90 0.26 0.174
S -2.330 1.776 -4.888 -0.07 0.09 -0.09 0.011
S 3.581 3.035 -2.851 0.07 0.07 -0.05 0.014
Si -0.184 3.958 1.322 -0.03 0.00 0.01 0.078
Si -3.419 1.130 1.467 0.01 0.00 -0.01 0.091
Si 1.040 -2.284 -3.355 -0.01 0.04 -0.05 0.132
Si 2.927 -2.337 0.373 -0.04 0.16 -0.06 0.095
Si 0.326 0.694 4.194 0.07 0.05 -0.04 0.066
Si -1.150 -3.532 -0.147 0.11 0.23 -0.10 0.102
N -0.999 1.263 -2.797 -0.14 -0.04 -0.04 -0.028
N 1.613 1.721 -1.960 0.17 0.07 0.08 -0.006
C 2.160 3.000 -3.794 -0.02 0.02 0.02 0.018
C -2.201 1.114 -3.333 0.08 0.00 0.06 -0.025
C -0.711 2.309 -4.830 0.00 0.02 0.02 0.018
C -0.587 4.279 -0.449 -0.02 -0.01 -0.08 0.097
C 2.898 -4.151 0.727 0.02 -0.10 0.05 0.005
C 1.586 4.135 1.774 0.09 -0.04 0.03 0.038
C -1.401 4.551 2.566 -0.05 0.01 0.05 0.044
C 1.785 -3.924 -2.992 0.07 -0.03 0.02 0.070
C 3.585 1.664 -0.427 -0.01 -0.05 0.00 0.009
C -2.549 -3.243 -1.336 -0.06 -0.03 0.01 -0.007
C 2.031 1.387 4.109 0.02 0.02 0.00 0.025
C -0.424 -5.224 -0.281 0.06 -0.09 0.00 0.014
C -3.814 2.399 0.166 0.00 0.09 -0.06 0.032
C 3.146 -1.336 1.933 0.03 0.01 0.06 0.034
C -0.850 1.617 5.248 -0.07 0.05 0.03 0.018
C -0.148 1.965 -3.647 0.08 -0.04 0.06 0.041
C -0.633 -2.303 -4.130 -0.06 -0.01 0.02 0.035
C -3.355 0.456 -2.660 0.03 -0.11 -0.01 0.034
C 2.218 -1.034 -4.031 0.03 0.04 -0.01 0.097
C -4.017 -0.576 1.092 -0.06 -0.09 0.02 -0.022
C 4.164 -1.883 -0.946 0.06 0.03 -0.03 0.026
C 1.209 2.258 -3.178 -0.08 -0.03 -0.03 0.007
C -3.842 1.659 3.180 -0.08 0.04 0.10 0.009
C -1.548 -3.089 1.613 -0.03 0.03 0.12 0.044
C 2.858 2.064 -1.665 -0.08 -0.01 -0.01 0.015
C 0.126 -1.132 4.191 -0.03 -0.07 -0.04 0.074
H 0.594 -5.313 0.095 -0.06 -0.03 -0.03 -0.006
H 2.386 1.574 3.098 0.04 0.01 -0.04 -0.004
H 0.666 -1.503 5.073 -0.02 0.01 0.00 0.009
H 4.362 -2.716 -1.622 0.00 0.02 0.02 0.002
H -0.488 -2.196 -5.211 0.00 -0.02 0.00 0.010
H -0.397 1.579 6.251 -0.01 -0.02 -0.01 0.004
H 3.946 2.538 0.117 0.00 0.00 -0.02 0.002
H -3.500 -3.407 -0.821 -0.01 0.00 -0.01 0.005
H 1.893 -4.412 -3.972 0.00 0.02 0.00 0.013
H -3.857 -1.242 1.942 -0.02 0.00 -0.03 0.004
H 2.722 0.677 4.572 -0.01 0.00 0.01 0.002
H 2.234 3.451 1.229 0.01 0.01 0.01 -0.010
H -0.274 2.856 -5.651 0.00 -0.03 0.00 0.001
H 4.458 1.059 -0.668 0.02 -0.01 0.00 0.003
H -1.273 -1.484 -3.803 -0.02 0.05 -0.01 -0.001
H 2.146 -4.424 1.469 0.03 -0.01 -0.01 0.001
H -2.512 -3.949 -2.167 0.02 0.01 0.03 -0.002
H -4.935 1.736 3.230 0.02 0.00 -0.01 0.001
H 2.076 2.320 4.674 0.02 0.00 -0.01 0.001
H -0.478 -5.626 -1.292 0.03 -0.01 -0.01 -0.001
H 2.767 -4.766 -0.164 0.00 0.00 0.01 -0.001
H -3.443 2.636 3.449 0.00 -0.04 0.04 -0.002
H -1.661 4.294 -0.631 0.01 -0.02 -0.02 -0.002
H -3.549 -1.009 0.212 0.02 -0.11 -0.08 0.019
H -3.124 2.385 -0.680 -0.03 0.03 0.02 -0.008
H -3.827 3.403 0.594 0.03 0.00 -0.02 0.002
H -0.194 5.277 -0.683 -0.03 0.01 0.03 0.014
H -3.694 -0.418 -3.219 -0.01 0.00 0.00 0.004
H 3.249 -1.366 -3.903 0.00 0.00 0.01 0.005
H -5.097 -0.536 0.913 0.01 0.03 0.01 0.002
H 5.115 -1.641 -0.462 0.00 -0.01 -0.02 0.000
H -4.819 2.206 -0.222 0.00 0.00 0.04 0.004
H 0.560 -1.612 3.315 0.01 -0.02 0.00 -0.023
H 2.837 -1.914 2.805 -0.02 0.00 0.00 0.002
H -1.720 -2.020 1.748 0.00 -0.03 0.04 0.000
H -2.469 -3.617 1.886 0.02 0.01 0.02 0.008
H -0.107 3.579 -1.132 0.01 0.02 -0.02 -0.040
H 3.876 -4.410 1.150 -0.01 0.01 0.00 0.002
H 2.781 -3.849 -2.557 -0.03 -0.03 -0.02 -0.004
H -1.015 5.488 2.984 -0.01 0.01 -0.03 0.008
H 1.164 -4.573 -2.382 -0.06 -0.08 0.05 -0.019
H 4.204 -1.092 2.067 -0.01 -0.01 0.00 0.004
H -1.051 -5.867 0.349 0.00 0.00 -0.03 0.005
H -1.831 1.152 5.318 0.01 0.04 0.01 -0.002
H 1.885 5.156 1.508 -0.02 0.00 0.01 0.005
H -2.549 -2.237 -1.747 -0.07 0.10 -0.02 0.016
H -1.148 -3.246 -3.951 0.00 0.03 0.00 -0.001
H 2.100 3.533 -4.731 0.00 -0.03 0.00 0.001
H 2.118 -0.036 -3.610 0.00 -0.01 -0.03 -0.042
H -3.549 0.919 3.925 -0.01 0.02 -0.01 -0.001
H -2.378 4.754 2.129 0.00 -0.02 0.01 -0.003
H 3.864 -1.023 -1.545 0.01 0.03 -0.02 -0.007
H 1.751 4.018 2.844 0.03 -0.01 0.01 -0.002
H -3.068 0.147 -1.656 0.02 -0.04 0.03 -0.024
H -4.200 1.141 -2.582 0.01 -0.01 -0.03 0.003
H -0.949 2.674 5.007 0.01 -0.01 0.03 -0.001
H -0.919 -1.424 4.296 0.01 -0.03 -0.02 0.007
H 2.014 -0.957 -5.105 0.03 0.00 0.00 0.005
H -1.521 3.862 3.402 -0.01 0.05 0.00 -0.006
H 2.926 1.083 0.219 -0.03 -0.02 0.03 -0.015
H 2.584 -0.403 1.917 -0.02 0.07 0.02 -0.008
H -0.768 -3.420 2.301 0.01 0.00 -0.03 0.002
```
Positions in Å, forces in eV/Å.